[1]
The following is a quantum chemistry calculation of C3H4DyO3 as an isolated structure in a non-equilibrium geometry, from OMol25.

Values from the calculation:
- relative energy (zero: lowest compared OMol25 entry of this formula, charge and spin) (kJ/mol) = 137.84
- charge = +1
- HOMO-LUMO gap (alpha / beta) (eV) = 8.08 / 6.65
- HOMO energy (alpha / beta) (eV) = -12.98 / -12.34
- M (g mol⁻¹) = 250.562
- 2S+1 = 6

XYZ file:
```
11
Properties=species:S:1:pos:R:3:forces:R:3
O -1.122 1.655 -0.448 1.3 -0.1 -0.3
C -1.542 0.503 0.185 0.6 0.0 1.4
C -0.534 -0.625 0.042 -0.5 -0.5 -3.4
O 0.035 -0.673 -1.158 0.3 0.4 1.6
Dy 0.815 1.605 -1.377 -1.5 0.0 0.0
H -2.499 0.113 -0.226 0.4 -0.2 0.1
H -1.712 0.619 1.278 -0.1 0.3 -0.4
H -0.806 -1.595 0.493 0.8 0.3 0.4
C 1.501 -0.069 0.325 1.4 -1.4 0.6
O 2.503 -0.946 0.306 -2.8 0.9 0.4
H 3.360 -0.587 0.579 0.2 0.3 -0.3
```
Forces are in eV/Å.

=====

[2]
The following is a quantum chemistry calculation of C26H42BrCuN3P2S as an isolated structure in a non-equilibrium geometry, from OMol25.

Values from the calculation:
- charge = +2
- HOMO-LUMO gap (alpha / beta) (eV) = 6.57 / 5.02
- HOMO energy (alpha / beta) (eV) = -13.17 / -13.17
- M (g mol⁻¹) = 634.108
- 2S+1 = 2

XYZ file:
```
76
Properties=species:S:1:pos:R:3:forces:R:3
C -0.796 7.114 -3.207 0.0 -0.1 -0.3
C -1.097 5.768 -3.468 0.5 0.1 0.3
C -1.286 5.371 -4.811 0.1 0.2 0.4
C -1.147 6.333 -5.815 -0.1 0.2 0.5
N -0.872 7.616 -5.548 0.2 -0.1 0.0
C -0.685 8.000 -4.281 -0.3 -0.4 -0.1
C -1.109 4.834 -2.331 -1.1 0.2 -0.7
C -1.343 4.050 -1.432 0.2 0.9 -0.7
C -1.337 2.853 -0.688 0.6 -0.2 0.3
C -0.027 2.359 -0.395 0.0 -1.5 0.1
C 0.164 0.962 -0.127 -2.0 1.7 -0.3
C -1.061 0.145 0.169 -0.1 2.7 0.0
C -2.355 0.726 -0.090 1.1 0.8 0.6
C -2.478 2.078 -0.481 -0.4 -0.3 -0.1
Cu 0.565 1.694 1.717 0.2 -0.7 1.3
P 2.154 -0.649 1.593 1.4 -0.1 -0.2
H -1.531 4.349 -5.080 0.1 0.1 0.1
H -0.653 7.470 -2.193 0.0 -0.1 -0.1
H -1.267 6.068 -6.878 0.0 0.1 0.6
H -0.436 9.055 -4.107 -0.2 -0.5 -0.1
H -3.469 2.594 -0.567 1.0 -0.9 -0.3
H 0.846 3.037 -0.483 -0.6 -0.6 -0.5
H -3.298 0.152 -0.005 0.9 0.5 0.8
H 1.194 0.689 -0.277 -0.3 -0.9 0.1
C 2.035 -2.237 2.520 -0.2 0.1 0.3
C 2.897 -3.411 2.062 0.2 -0.3 -0.1
H 0.970 -2.497 2.512 0.2 -0.2 0.1
H 2.278 -1.982 3.556 -0.1 0.0 0.0
H 2.951 -4.172 2.842 -0.1 0.0 0.1
H 2.491 -3.916 1.179 0.0 0.2 0.1
H 3.930 -3.121 1.836 -0.3 0.0 0.1
C 2.562 -1.323 -0.097 -0.4 0.0 -0.1
C 3.395 -0.462 -1.034 0.3 -0.2 -0.2
H 1.598 -1.546 -0.574 0.1 0.1 0.0
H 3.033 -2.295 0.016 0.2 0.0 0.0
H 3.401 -0.910 -2.043 0.0 0.2 0.4
H 2.998 0.548 -1.128 0.1 0.2 -0.1
H 4.439 -0.400 -0.693 -0.4 0.1 -0.1
C 3.738 0.092 2.161 -0.1 -0.1 -0.1
C 5.045 -0.687 2.183 0.5 0.0 0.1
H 3.481 0.460 3.160 0.2 0.1 -0.1
H 3.860 0.972 1.518 0.0 0.1 0.2
H 5.854 0.010 2.428 -0.1 -0.1 0.0
H 5.089 -1.480 2.935 -0.2 0.1 -0.1
H 5.319 -1.122 1.218 -0.2 0.0 0.1
Br -1.012 -0.797 1.848 -0.9 -0.7 -0.4
P -2.354 -2.769 -0.936 -0.2 0.2 -0.1
C -0.619 -3.026 -0.519 -0.4 -0.2 0.0
C -0.066 -4.397 -0.941 0.0 -0.1 -0.1
H -0.591 -2.828 0.550 0.3 -0.4 0.0
H -0.121 -2.182 -0.995 0.1 -0.2 -0.2
H 1.030 -4.302 -1.052 -0.6 -0.3 0.1
H -0.312 -5.158 -0.173 0.2 0.4 -0.6
H -0.517 -4.692 -1.913 0.5 0.0 0.6
C -3.531 -2.784 0.472 -0.1 -0.5 -0.4
C -4.817 -3.587 0.068 0.8 -0.1 -0.7
H -3.714 -1.748 0.756 -0.2 0.0 -0.1
H -2.987 -3.220 1.316 -0.1 -0.2 -0.2
H -5.425 -3.806 0.957 0.2 0.1 -0.4
H -5.400 -3.005 -0.680 0.2 -0.4 0.6
H -4.477 -4.538 -0.435 -0.7 0.8 0.7
C -2.518 -1.354 -2.063 -0.7 0.0 -0.4
C -2.883 -1.569 -3.537 -0.1 -0.3 -0.1
H -1.596 -0.790 -1.930 0.0 -0.1 -0.3
H -3.307 -0.750 -1.618 -0.1 -0.1 -0.1
H -3.175 -0.595 -3.978 0.1 -0.7 0.2
H -2.034 -1.965 -4.094 -0.1 0.0 -0.1
H -3.712 -2.290 -3.625 0.2 0.4 -0.1
N 1.517 -0.129 6.142 -0.7 1.3 -0.6
C 0.538 0.240 5.227 1.3 -1.1 0.7
N -0.519 -0.579 5.305 -0.4 0.0 -0.5
S 0.772 1.562 4.194 0.1 0.2 0.0
H 1.210 -0.700 6.929 0.4 0.3 -0.3
H 2.272 0.538 6.327 -0.6 -0.4 -0.1
H -1.133 -0.779 4.520 0.1 0.6 0.6
H -0.560 -1.190 6.107 -0.2 -0.2 -0.3
```
Forces are in eV/Å.

=====

[3]
The following is a quantum chemistry calculation of a 2-piece molecular cluster, C11H7NO3 overall in a non-equilibrium geometry, from OMol25.

Values from the calculation:
- relative energy (zero: lowest compared OMol25 entry of this formula, charge and spin) (kJ/mol) = 191.20
- charge = 0
- HOMO-LUMO gap (alpha / beta) (eV) = 7.50 / 7.50
- HOMO energy (alpha / beta) (eV) = -7.69 / -7.69
- M (g mol⁻¹) = 201.181

XYZ file:
```
22
Properties=species:S:1:pos:R:3:forces:R:3
C -1.482 -1.988 -0.096 -2.6 -2.1 0.5
C -0.398 -2.355 -0.904 1.9 0.0 0.1
C -1.768 -0.739 0.272 0.2 -0.9 0.5
C 0.320 -1.308 -1.345 1.5 -1.4 -0.4
C -0.939 1.354 1.024 -2.3 -0.5 -0.4
C -0.806 0.304 0.196 0.6 0.3 -0.1
C 0.243 0.011 -0.787 -2.2 -0.8 0.7
C 1.161 0.851 -1.142 2.0 1.7 -1.2
C -0.613 3.888 -1.289 -0.2 0.3 -0.5
C 2.724 -2.076 0.988 -0.1 -0.2 0.2
C -0.187 2.601 0.897 2.0 -1.5 -1.2
N -0.460 3.280 -0.314 0.6 -0.2 -1.0
O 3.122 -1.211 0.344 0.4 0.8 -0.6
O 2.341 -2.945 1.638 -0.3 -0.6 0.4
O 2.008 1.532 -1.521 -0.2 -0.1 0.2
H -2.178 -2.845 0.100 0.3 1.2 0.2
H -0.002 -3.403 -0.936 -0.9 1.1 -0.7
H -2.604 -0.521 0.875 -1.1 0.0 0.5
H 1.120 -1.521 -2.024 0.5 0.1 -0.3
H -1.976 1.384 1.467 1.4 0.2 0.0
H -0.548 3.294 1.535 -0.5 1.9 3.1
H 0.923 2.413 1.024 -1.1 0.6 -0.2
```
Forces are in eV/Å.

=====

[4]
The following is a quantum chemistry calculation of a single C5H11NO molecule in a non-equilibrium geometry, from OMol25.

Values from the calculation:
- relative energy (zero: lowest compared OMol25 entry of this formula, charge and spin) (kJ/mol) = 692.14
- charge = 0
- HOMO-LUMO gap (eV) = 5.25
- HOMO energy (eV) = -7.21
- M (g mol⁻¹) = 101.149

XYZ file:
```
18
Properties=species:S:1:pos:R:3:forces:R:3
C 0.535 0.320 -0.640 -3.1 1.1 0.8
C -1.048 0.391 -0.359 1.6 -1.3 1.3
C -1.433 0.620 1.081 -1.0 0.6 -0.9
C -1.450 -0.927 -1.023 -0.6 0.1 -2.0
C 1.437 -0.345 0.376 -0.6 0.9 0.7
N 2.855 -0.034 0.288 0.0 0.2 -0.6
O 1.073 0.061 1.688 -0.2 -0.5 0.5
H 1.281 -1.456 0.306 0.0 0.5 -0.3
H 0.804 0.793 -1.607 0.4 -0.6 0.7
H -1.519 1.272 -0.791 0.4 0.1 -1.0
H 0.049 0.101 1.849 1.0 0.1 -0.9
H -2.424 0.275 1.420 0.6 -1.2 -0.2
H -1.627 1.675 1.208 1.1 0.6 0.4
H -2.403 -1.433 -0.790 0.4 0.5 0.7
H -1.606 -0.683 -2.095 0.3 -0.3 0.2
H -0.616 -1.630 -0.986 -0.4 -0.3 0.2
H 3.142 0.132 -0.676 0.0 -0.3 0.1
H 2.950 0.866 0.750 0.1 -0.1 0.2
```
Forces are in eV/Å.

=====

- Which value of M does entry 1 give?
  250.562 g mol⁻¹

=====

- Look up the M of the fourth one.
  101.149 g mol⁻¹

=====

- Which of these has the lowest M?
  C5H11NO

=====

Please write out number 3 again, unchanged.
The following is a quantum chemistry calculation of a 2-piece molecular cluster, C11H7NO3 overall in a non-equilibrium geometry, from OMol25.

Values from the calculation:
- relative energy (zero: lowest compared OMol25 entry of this formula, charge and spin) (kJ/mol) = 191.20
- charge = 0
- HOMO-LUMO gap (alpha / beta) (eV) = 7.50 / 7.50
- HOMO energy (alpha / beta) (eV) = -7.69 / -7.69
- M (g mol⁻¹) = 201.181

XYZ file:
```
22
Properties=species:S:1:pos:R:3:forces:R:3
C -1.482 -1.988 -0.096 -2.6 -2.1 0.5
C -0.398 -2.355 -0.904 1.9 0.0 0.1
C -1.768 -0.739 0.272 0.2 -0.9 0.5
C 0.320 -1.308 -1.345 1.5 -1.4 -0.4
C -0.939 1.354 1.024 -2.3 -0.5 -0.4
C -0.806 0.304 0.196 0.6 0.3 -0.1
C 0.243 0.011 -0.787 -2.2 -0.8 0.7
C 1.161 0.851 -1.142 2.0 1.7 -1.2
C -0.613 3.888 -1.289 -0.2 0.3 -0.5
C 2.724 -2.076 0.988 -0.1 -0.2 0.2
C -0.187 2.601 0.897 2.0 -1.5 -1.2
N -0.460 3.280 -0.314 0.6 -0.2 -1.0
O 3.122 -1.211 0.344 0.4 0.8 -0.6
O 2.341 -2.945 1.638 -0.3 -0.6 0.4
O 2.008 1.532 -1.521 -0.2 -0.1 0.2
H -2.178 -2.845 0.100 0.3 1.2 0.2
H -0.002 -3.403 -0.936 -0.9 1.1 -0.7
H -2.604 -0.521 0.875 -1.1 0.0 0.5
H 1.120 -1.521 -2.024 0.5 0.1 -0.3
H -1.976 1.384 1.467 1.4 0.2 0.0
H -0.548 3.294 1.535 -0.5 1.9 3.1
H 0.923 2.413 1.024 -1.1 0.6 -0.2
```
Forces are in eV/Å.